[1]
C7H13N2 | the ωB97M-V functional and the def2-TZVPD basis

```
22
C7H13N2, DFT the ωB97M-V functional and the def2-TZVPD basis
H 1.794 1.445 -0.675
N -1.957 0.577 0.792
H 1.025 1.216 1.730
H 0.533 -0.027 -2.016
H -1.918 1.499 0.475
H -0.825 1.049 -1.796
C 0.672 -1.499 -0.157
H 1.128 -1.646 -1.075
C -2.048 -0.514 -0.214
H 0.350 2.417 -0.395
C -0.060 0.503 -1.283
H -2.685 -1.409 0.140
C 1.589 -0.496 0.643
C -0.459 -0.556 -0.355
H -0.482 -0.605 1.936
C 0.799 1.379 -0.420
H 1.841 -0.968 1.568
H 2.538 -0.297 0.132
H 0.504 -2.438 0.359
H -2.552 -0.430 -1.203
C -0.582 0.091 0.982
N 0.794 0.709 0.833
```

The total charge is +1. The calculation puts the gap between HOMO and LUMO at 10.72 eV. For the strongest force on any atom, the calculation gives 5.4 eV/Å. As for the energy: -383.6681 a.u. As for the LUMO energy: -3.14 eV. The multiplicity is 1.

[2]
C21H29MnN2Se4 | the ωB97M-V functional and the def2-TZVPD basis

```
57
C21H29MnN2Se4, DFT the ωB97M-V functional and the def2-TZVPD basis
C 2.495 3.549 -0.195
C 4.809 2.753 0.314
H -3.296 -1.942 -3.487
H 5.647 2.127 0.000
Se -1.627 2.872 -0.758
H -3.668 -3.390 -1.693
H 2.246 3.482 0.866
H 4.949 -0.045 -0.951
H -1.484 0.303 2.243
C 3.997 2.838 -2.052
C 3.111 1.130 -0.495
C -4.065 -2.894 0.348
H -0.454 -3.141 -3.738
C -2.432 -1.302 -3.296
C -2.518 -1.348 1.387
H 4.561 2.500 1.346
C -2.179 -2.060 -0.917
H -2.818 0.749 4.131
H 4.411 3.847 -2.140
H -4.248 -2.152 2.348
C -1.132 -1.381 3.472
C -0.946 -3.268 -2.772
H -0.277 -1.746 2.898
H -3.927 0.563 2.773
C -1.488 -1.931 -2.266
H 2.832 4.568 -0.405
Mn -0.008 1.536 0.538
H 1.577 3.391 -0.765
C -1.751 -1.355 0.216
C -2.067 -0.549 2.594
H -3.759 -0.737 3.968
C -3.218 0.034 3.410
H -2.799 -0.336 -2.946
N 1.845 0.794 -0.242
C 1.783 -0.583 -0.290
H -0.749 -0.777 4.296
Se 0.334 2.431 2.889
Se -1.314 4.737 0.629
C 0.548 -1.243 -0.091
H -1.911 -1.147 -4.244
C -3.331 -2.837 -0.824
C 3.894 -0.024 -0.718
H 3.278 -2.165 -0.697
H -4.956 -3.506 0.406
H -1.664 -2.247 3.879
C -3.660 -2.137 1.439
Se -1.572 3.791 2.748
H -0.647 -1.248 -2.157
H 0.533 -2.333 -0.192
H 4.747 2.124 -2.398
H 5.136 3.797 0.285
H 3.129 2.765 -2.710
C 3.589 2.560 -0.596
C 3.041 -1.116 -0.590
H -1.754 -3.994 -2.899
H -0.223 -3.698 -2.076
N -0.549 -0.607 0.177
```

The total charge is -1. The calculation puts the gap between HOMO and LUMO (spin up / spin down) at 6.89 / 7.05 eV. For the strongest force on any atom, the calculation gives 0.5 eV/Å. The expectation value of S² is 8.760. As for the energy: -11684.0759 a.u. As for the LUMO energy (spin up / spin down): 2.70 / 2.69 eV. The multiplicity is 6.

[3]
C5H10O2 | the ωB97M-V functional and the def2-TZVPD basis

```
17
C5H10O2, DFT the ωB97M-V functional and the def2-TZVPD basis
H -3.082 0.974 0.087
H 2.550 0.089 1.607
C 0.141 0.368 -0.598
H -1.648 0.582 -1.673
H 0.418 -0.448 1.294
H 0.970 -1.568 -0.034
C 2.540 0.007 0.524
H 3.120 -0.826 0.113
H -1.335 -1.127 -1.125
C 0.998 -0.533 0.372
H 0.747 0.277 -1.596
C -2.384 0.137 0.331
C -1.308 -0.080 -0.857
O 2.888 1.118 -0.196
H 0.275 1.377 -0.187
O -2.997 -0.987 0.733
H -1.892 0.640 1.203
```

The total charge is -1. The calculation puts the gap between HOMO and LUMO (spin up / spin down) at 5.79 / 3.61 eV. For the strongest force on any atom, the calculation gives 2.9 eV/Å. The expectation value of S² is 0.755. As for the energy: -346.8612 a.u. As for the LUMO energy (spin up / spin down): 3.57 / 1.39 eV. The multiplicity is 2.

[4]
C43H35Cl2CoN3O3P | the ωB97M-V functional and the def2-TZVPD basis

```
88
C43H35Cl2CoN3O3P, DFT the ωB97M-V functional and the def2-TZVPD basis
C 2.977 -2.979 2.452
C -3.776 -0.633 3.334
H -4.662 0.537 -3.666
C -0.615 2.391 -2.374
N 0.354 1.901 -1.356
C 2.144 -3.941 3.014
C 0.862 -4.122 2.521
O -1.979 1.308 0.484
H 3.187 -1.468 0.951
C 0.300 3.209 -3.297
H -1.295 3.053 -1.836
H -4.698 -2.799 -1.246
H -0.554 -3.711 -1.834
C 4.309 3.130 0.935
C -3.660 -2.516 -1.136
C 0.395 -3.331 1.476
H -2.932 -4.307 -2.064
H 3.722 -0.261 -4.220
O 1.481 3.485 -2.463
C 1.398 2.648 -1.459
C 0.880 0.067 4.514
N 0.642 0.419 2.199
O 2.047 0.729 3.911
C -2.971 -0.559 -4.400
C -1.318 -3.036 -1.470
H -3.571 -1.288 -4.928
H 5.247 3.650 1.075
C -2.426 -0.954 3.255
H 4.285 2.281 2.928
C -4.162 0.671 3.597
H 3.987 3.902 -1.064
C 3.618 -2.358 -3.794
C -3.200 1.656 3.789
C -1.027 5.439 1.337
C 2.521 -2.197 1.406
C 1.849 -1.658 -1.758
C 2.409 -0.677 -2.577
C -1.463 0.029 3.444
H 1.823 -3.767 -1.300
H 0.409 0.791 5.174
Co 0.273 0.843 0.301
H -0.117 4.161 -3.605
H -2.120 -1.975 3.056
H 0.642 2.645 -4.165
H 3.349 -4.379 -3.125
H -4.097 -0.617 -0.209
C 3.079 -3.342 -2.976
C -1.585 -0.637 -4.447
H -0.641 6.375 0.953
C 1.220 -2.356 0.916
H 3.986 -2.853 2.823
H -3.289 2.206 -2.473
C 2.583 1.719 1.743
C -2.659 -3.369 -1.598
H -5.212 0.922 3.664
C -3.583 0.465 -3.693
C 2.208 -2.996 -1.956
C -1.424 1.330 -3.066
Cl -2.120 4.736 0.149
C -0.005 -0.320 3.311
C -3.335 -1.302 -0.556
C 3.290 -1.027 -3.590
H 2.146 0.361 -2.429
C 1.735 0.920 2.653
C -0.981 -1.833 -0.866
C -1.855 1.336 3.714
N 1.961 1.821 0.580
H 2.505 -4.560 3.824
Cl 0.365 4.374 1.659
H -4.523 -1.405 3.201
H 0.221 -4.883 2.946
C -0.815 0.307 -3.785
H 1.242 -0.783 5.082
C -1.476 0.287 0.110
C -2.810 1.406 -3.027
H -1.561 5.575 2.268
H -1.104 -1.426 -5.012
H -1.109 2.113 3.850
C 3.787 2.362 1.972
C 3.619 3.271 -0.267
H 0.266 0.248 -3.851
C 2.421 2.591 -0.395
P 0.686 -1.254 -0.430
H 4.307 -2.630 -4.583
H 0.092 -1.388 3.097
C -1.989 -0.974 -0.431
H -3.504 2.673 3.998
H -0.612 -3.475 1.110
```

The total charge is +2. The calculation puts the gap between HOMO and LUMO (spin up / spin down) at 7.75 / 7.75 eV. For the strongest force on any atom, the calculation gives 0.5 eV/Å. As for the energy: -4693.6702 a.u. As for the LUMO energy (spin up / spin down): -6.19 / -6.18 eV. The multiplicity is 1.

[5]
C19H22N6S3TcTe | the ωB97M-V functional and the def2-TZVPD basis

```
52
C19H22N6S3TcTe, DFT the ωB97M-V functional and the def2-TZVPD basis
N 0.721 -0.359 -0.966
H -3.592 0.324 0.240
N 0.759 -2.881 0.425
H 1.490 4.134 1.252
H 1.749 4.916 -1.779
S 0.203 -1.206 3.193
H -3.402 -0.356 -1.387
H -2.174 5.625 -0.187
H -1.985 -2.985 -0.098
C 1.732 -0.318 -1.842
H -1.727 -7.002 -1.586
N -1.174 -0.461 0.826
H -3.292 -0.912 4.008
H -3.055 -5.001 -1.065
Te -0.618 3.720 -1.237
H -0.483 6.019 0.203
C 1.544 0.056 -3.159
C 2.201 3.474 1.749
S 2.994 -1.950 1.223
C -1.579 -0.058 -0.336
C -1.159 5.673 -0.573
C -1.400 -3.861 -0.348
H 2.224 3.679 2.819
C -1.235 -6.131 -1.174
C 0.126 -6.171 -0.939
C 2.036 -3.233 0.549
C -1.553 -0.920 2.967
N -2.084 -0.561 1.837
C 1.041 4.381 -2.406
H -1.895 -1.349 4.937
H -2.989 1.332 -1.095
C -0.029 -3.891 -0.118
C -1.990 -4.991 -0.880
C -2.978 0.334 -0.653
H 0.680 5.027 -3.201
N -2.298 -1.072 4.059
H -1.131 6.341 -1.428
H 3.197 3.617 1.331
C 0.269 0.402 -3.581
C -0.527 -0.010 -1.364
C -0.778 0.372 -2.673
C 0.722 -5.034 -0.407
S 2.406 -4.801 0.016
H 2.385 0.067 -3.837
H -1.777 0.651 -2.974
Tc 0.839 -0.965 1.062
C 1.778 2.106 1.529
H 0.091 0.696 -4.606
H 0.704 -7.059 -1.157
N 1.450 1.022 1.367
H 2.706 -0.601 -1.463
H 1.525 3.508 -2.840
```

The total charge is +2. The calculation puts the gap between HOMO and LUMO (spin up / spin down) at 4.45 / 4.85 eV. For the strongest force on any atom, the calculation gives 0.3 eV/Å. The expectation value of S² is 1.075. As for the energy: -2608.6576 a.u. As for the LUMO energy (spin up / spin down): -8.40 / -8.00 eV. The multiplicity is 2.

[6]
C3H4S2 | the ωB97M-V functional and the def2-TZVPD basis

```
9
C3H4S2, DFT the ωB97M-V functional and the def2-TZVPD basis
S 0.816 1.456 -0.019
C -2.192 -0.080 0.078
H -2.660 0.870 0.155
H 3.453 0.354 -0.416
C 1.092 -0.166 -0.011
S 2.652 -0.664 -0.005
H -1.063 -2.045 -0.169
H -0.556 1.378 0.465
C -1.542 -1.102 -0.078
```

The total charge is 0. The calculation puts the gap between HOMO and LUMO at 8.83 eV. For the strongest force on any atom, the calculation gives 2.6 eV/Å. As for the energy: -912.9032 a.u. As for the LUMO energy: 0.00 eV. The multiplicity is 1.

[7]
C19H28IO2P2Tc | the ωB97M-V functional and the def2-TZVPD basis

```
53
C19H28IO2P2Tc, DFT the ωB97M-V functional and the def2-TZVPD basis
C 0.506 -3.052 -1.867
Tc 0.151 -0.268 -0.037
C 2.583 -0.889 -2.300
C 1.876 -1.815 0.611
C 2.820 -2.650 0.126
H -1.884 2.458 -1.147
H 1.444 2.592 1.889
C 2.281 -4.714 1.331
C -0.851 -1.736 0.772
H 1.023 -0.720 3.227
C 0.061 -0.745 -3.462
H -0.585 -3.200 -1.812
H -1.483 3.280 0.926
C 2.142 -4.442 3.620
H 0.424 2.965 3.295
H -3.056 1.544 -2.116
C 1.328 -2.576 2.179
H -1.349 1.539 -2.609
C 1.767 -3.866 2.364
C 2.161 -3.564 4.727
C -1.824 0.291 -0.910
C -2.028 1.517 -1.727
H -2.199 -0.227 2.913
O -1.428 -2.639 1.227
C -1.298 0.289 3.255
H 2.628 -3.922 5.683
H 2.627 -5.440 3.643
C 1.697 -2.236 4.626
C 1.315 -1.750 3.323
O -2.725 -0.522 -0.660
H -1.498 0.949 4.108
C 2.919 -4.055 0.314
H 0.230 0.317 -3.680
H -2.024 3.045 2.620
H 0.927 -3.564 -1.032
C 0.808 2.153 2.662
C -1.823 2.532 1.659
H 3.217 -1.531 -1.712
H 1.431 1.488 3.279
H -1.020 -0.944 -3.434
H 2.450 -5.840 1.520
H 0.515 -1.351 -4.263
H 3.645 -2.175 -0.163
H 1.670 -1.502 5.499
I 3.043 0.075 1.309
P -0.559 1.235 1.861
H 3.716 -4.570 -0.267
H -0.625 -0.500 3.614
P 0.832 -1.238 -1.935
H 0.953 -3.477 -2.784
H -2.767 2.089 1.303
H 2.790 -1.150 -3.354
H 2.869 0.158 -2.081
```

The total charge is +3. The calculation puts the gap between HOMO and LUMO (spin up / spin down) at 5.82 / 3.99 eV. For the strongest force on any atom, the calculation gives 5.6 eV/Å. The expectation value of S² is 3.837. As for the energy: -1951.1796 a.u. As for the LUMO energy (spin up / spin down): -11.94 / -13.79 eV. The multiplicity is 4.

[8]
C20H21N4ORuS5Sb | the ωB97M-V functional and the def2-TZVPD basis

```
53
C20H21N4ORuS5Sb, DFT the ωB97M-V functional and the def2-TZVPD basis
C -3.568 2.360 -2.062
H 1.041 4.415 3.567
C -0.887 4.508 2.626
S 2.449 -0.002 0.978
C -2.762 -0.622 -4.187
H -3.038 -1.055 -5.140
N -0.707 -1.474 4.599
Ru 0.229 0.454 0.244
H -0.171 3.894 -2.201
H 1.778 2.469 2.308
C -0.036 2.267 1.168
S -1.447 -0.960 2.083
H 1.395 0.678 5.373
H 0.967 -2.236 5.621
H -1.458 -2.236 -3.657
H -1.221 5.350 3.221
C -1.712 3.965 1.663
H -1.306 -2.281 4.634
C 1.278 -0.244 4.799
C 0.798 3.412 -2.089
C -1.304 2.861 0.904
H -0.788 -1.224 -1.488
H 0.948 0.483 2.781
H -0.076 0.767 -3.931
H -4.356 2.841 -2.623
N 0.538 0.010 3.585
H -4.025 1.102 -4.441
C -3.324 0.588 -3.793
H 1.532 3.950 -2.690
H 0.061 -0.967 6.490
S 1.604 -1.606 0.112
C 0.377 3.979 2.834
N 0.138 1.732 -3.716
C -2.024 0.514 -1.747
C -1.494 -0.720 -2.150
H -3.552 3.809 -0.503
C 0.736 1.967 -2.521
H -2.697 4.379 1.497
C 0.785 2.862 2.110
S 2.659 -5.281 0.902
H 1.090 3.451 -1.040
H 2.263 -0.655 4.558
C -1.866 -1.280 -3.361
S 2.506 -3.112 3.591
N -1.567 1.087 -0.615
C 0.410 -1.302 5.510
O 1.238 1.054 -1.880
Sb 3.371 -3.117 1.432
H -0.438 2.436 -4.144
C -0.491 -0.822 3.442
C -3.000 1.156 -2.561
C -3.113 2.895 -0.876
C -2.061 2.294 -0.184
```

The total charge is -1. The calculation puts the gap between HOMO and LUMO (spin up / spin down) at 4.97 / 5.14 eV. For the strongest force on any atom, the calculation gives 1.4 eV/Å. The expectation value of S² is 8.811. As for the energy: -3395.1631 a.u. As for the LUMO energy (spin up / spin down): 2.50 / 0.56 eV. The multiplicity is 6.

[9]
C6H4F2S | the ωB97M-V functional and the def2-TZVPD basis

```
13
C6H4F2S, DFT the ωB97M-V functional and the def2-TZVPD basis
C -1.173 -0.308 -1.921
H 0.784 0.695 1.627
S 2.075 0.111 -1.721
C -0.758 0.575 0.453
C 1.025 -1.172 -1.285
C 0.524 0.296 0.709
F 1.170 -2.429 -1.750
H -1.327 -0.490 -2.966
C 1.432 -0.499 -0.084
C -1.494 0.330 -0.827
H -1.332 1.185 1.029
H 2.145 -0.996 0.504
F -2.624 1.099 -0.837
```

The total charge is 0. The calculation puts the gap between HOMO and LUMO (spin up / spin down) at 8.25 / 8.25 eV. For the strongest force on any atom, the calculation gives 4.9 eV/Å. As for the energy: -828.7411 a.u. As for the LUMO energy (spin up / spin down): -0.23 / -0.23 eV. The multiplicity is 1.

[10]
C34H28As2F5N3SY | the ωB97M-V functional and the def2-TZVPD basis

```
74
C34H28As2F5N3SY, DFT the ωB97M-V functional and the def2-TZVPD basis
N -0.746 -0.406 1.935
F 6.762 0.444 2.084
H 1.321 -3.541 1.718
C -1.676 2.720 4.478
H -2.002 3.546 5.094
C -0.914 -1.651 2.343
H 0.458 4.605 1.872
Y 0.030 0.354 -0.138
H -3.243 -2.163 1.012
C -1.522 -2.939 -1.673
C 1.875 -3.551 0.778
S 2.170 1.003 -1.574
F 2.080 0.234 1.352
H -0.398 -6.449 -2.867
C 3.492 0.881 -0.478
H -1.388 -3.032 3.922
C -1.049 4.303 -3.176
C -1.242 2.986 3.184
As 1.144 -2.240 -0.526
H 3.420 -1.760 -1.559
C -1.380 0.360 4.145
C 4.809 1.159 -0.898
As -2.193 -1.163 -1.124
H 1.858 -4.564 0.367
N -0.396 2.103 1.038
H -2.717 -5.689 -3.274
C -1.057 1.938 -2.905
H 2.912 -3.281 0.998
C -0.439 5.665 -1.203
C -0.952 0.612 2.809
C 0.068 4.536 0.869
H 2.201 -2.001 -2.820
H -3.630 0.318 -2.628
C 3.358 0.483 0.855
C -1.279 -1.995 3.647
H -1.821 -1.213 5.554
C -0.814 1.967 2.328
C -0.715 -5.470 -2.540
C 2.573 -2.381 -1.865
C -3.355 -0.740 -2.670
H 2.918 -3.411 -1.979
C -2.012 -5.045 -2.772
F 5.012 1.548 -2.156
H -0.778 -2.429 1.588
H 0.287 6.634 0.539
H -4.299 -2.448 -0.394
C -1.705 1.441 4.980
C -0.208 -3.371 -1.433
C 0.168 -4.638 -1.881
N -0.806 2.014 -1.611
C -0.317 3.302 0.359
H 1.182 -4.985 -1.704
C -3.639 -1.725 0.095
C -2.402 -3.792 -2.339
H -3.420 -3.466 -2.517
C -0.717 4.429 -1.813
H -0.540 6.567 -1.784
H -1.150 5.196 -3.773
C 5.715 0.598 1.274
C 4.427 0.323 1.721
F 4.197 -0.109 2.963
C -1.211 3.058 -3.725
C -0.003 5.695 0.095
H -4.274 -1.330 -2.653
C -1.507 -0.987 4.546
H -1.437 2.933 -4.772
H -4.226 -0.842 0.362
F 7.117 1.313 -0.481
H -2.011 1.248 5.994
H -1.266 4.005 2.833
C 5.893 1.033 -0.044
H -1.130 0.936 -3.329
C -0.629 3.238 -1.046
H -2.830 -0.924 -3.610
```

The total charge is +1. The calculation puts the gap between HOMO and LUMO at 6.81 eV. For the strongest force on any atom, the calculation gives 2.2 eV/Å. As for the energy: -6884.0087 a.u. As for the LUMO energy: -2.97 eV. The multiplicity is 1.